# 1
The following is a DFT calculation (ωB97M-V with the def2-TZVPD basis set) of a molecular structure, C27H38N4O2RuS.

* E_LUMO (alpha / beta): -0.115 / -0.153 Ha
* ⟨S²⟩: 0.757
* E_HOMO (alpha / beta): -10.68 / -10.71 eV
* gap between HOMO and LUMO (alpha / beta): 7.6 / 6.5 eV

```
! wB97M-V def2-TZVPD RIJCOSX def2/J DEFGRID3
* xyz 1 2
H -2.35421 -3.50422 -2.51442
C 3.15343 -0.14659 -1.39605
C 1.56137 1.13001 -2.88101
C -2.21489 -3.07713 1.69638
H -3.16389 3.55130 3.91324
S 1.15218 1.78141 1.91342
C -0.63397 -2.09987 -0.08946
H -4.20575 -1.13371 -3.17413
C -0.64740 -0.57988 -1.83570
H -3.11967 0.17059 -2.72157
H 2.84773 3.31569 3.55237
H -3.08153 -3.76906 -0.92873
H 2.38179 -2.23200 -2.98583
H -3.98279 -1.64960 0.41365
O 1.48828 0.42953 1.35498
N -0.16428 2.08127 1.00427
H -0.64552 -5.26123 1.25072
C 0.71487 -0.74531 -1.47632
H -3.94366 -0.08382 -0.42427
H -2.50817 -1.23263 -3.62633
C -3.19255 -0.91193 -2.83976
C -4.02198 -1.16328 -0.55459
H 5.84979 6.13191 1.30456
N -1.71275 2.98527 2.57820
H 2.11408 2.73256 -0.62785
Ru -0.36660 0.04555 0.22472
H -0.98955 0.06405 -2.62578
H 5.55220 5.89765 -0.36783
C 3.09171 3.53882 2.52320
H -3.01944 -3.38106 1.03532
C 4.39754 4.73536 0.88164
H 1.56963 -1.93926 0.18456
C -3.18306 0.72522 2.09885
C -2.94378 -1.65645 -1.51876
H 1.21186 -3.04316 1.82953
H 0.82386 1.03270 -3.67973
C -3.12053 -3.15289 -1.82063
H 3.43224 -1.12909 -1.00995
C 3.67015 4.10099 -0.14235
H -2.21750 -3.76761 2.54023
C 2.67876 3.20137 0.16432
H 1.15796 1.82369 -2.14174
C -2.86203 2.78126 3.21293
H 4.63507 4.92658 3.01388
H -5.00137 -1.37312 -0.98736
C -1.48774 -1.44180 -1.06654
H 3.02623 0.52252 -0.54823
H 1.25749 -1.34636 -4.02944
N -2.03641 0.92113 1.44156
C 0.18617 -2.86248 2.14848
C 4.08715 4.43890 2.21786
H -1.28009 -4.79000 -0.32690
H 3.98691 0.21182 -2.00148
H 2.97242 -0.91891 -4.00950
C 1.89568 -0.23005 -2.26182
H -4.09356 -3.30746 -2.28871
C 0.69933 -1.67034 -0.39091
H -4.57183 1.49944 3.53855
C -1.35030 2.04852 1.72871
O 0.92528 1.81540 3.32350
C -0.84050 -3.12064 1.03109
C 2.13686 -1.24820 -3.39015
H 0.11964 -1.84303 2.53477
C 2.39059 2.91233 1.49604
H 2.45765 1.56940 -3.31989
H 0.43408 -4.57818 0.03330
H 3.89166 4.33184 -1.17679
N 5.38961 5.61308 0.57992
H -2.42509 -2.08001 2.08831
C -0.57149 -4.51973 0.45388
H -0.01401 -3.54756 2.97215
C -3.64396 1.65198 3.00922
H -3.72941 -0.18151 1.89217
*
```

Atom charges from the Löwdin analysis, given in e for atoms 1 to 6: 0.10, -0.03, -0.04, -0.03, 0.12, 0.66

---

# 2
The following is a DFT calculation (ωB97M-V with the def2-TZVPD basis set) of a molecular structure, C27H38N5O5Zr.

* E_LUMO: -0.096 Ha
* E_HOMO: -11.03 eV
* gap between HOMO and LUMO: 8.4 eV

```
! wB97M-V def2-TZVPD RIJCOSX def2/J DEFGRID3
* xyz 1 1
H -8.74087 -16.51698 0.84499
H -11.64613 -17.38595 2.10394
H -6.45276 -14.20946 3.71717
H -11.42356 -17.24413 9.43622
H -10.47857 -14.13899 9.43213
C -11.17128 -17.09663 8.35804
O -8.88874 -16.71236 3.87131
C -8.52870 -14.42729 0.41833
C -7.85207 -19.20520 3.15246
H -8.19203 -12.32270 0.22865
N -12.49032 -16.99814 3.80036
H -11.64875 -10.69527 6.62230
H -6.93850 -18.30033 7.37776
O -5.36736 -16.21008 4.21723
C -10.45330 -11.60818 5.01342
C -9.72803 -14.10404 5.62843
C -8.06131 -13.19483 0.86018
H -6.95766 -15.26718 7.59809
C -12.20623 -16.49557 5.12230
H -11.34620 -15.21183 7.68794
H -11.65387 -15.74909 2.36910
H -8.93639 -18.77349 6.45001
C -8.28297 -15.57380 1.17764
H -9.08258 -14.63273 -0.57522
H -9.96382 -11.03351 7.06093
C -10.00029 -12.94122 5.39663
Zr -9.14714 -16.12122 5.95428
H -12.57404 -12.16185 4.90683
H -12.10277 -17.18074 7.78952
H -8.71347 -19.11873 3.82460
C -5.85460 -19.43757 1.23486
O -10.97191 -16.82128 5.47508
C -6.32889 -18.20947 1.65018
O -7.13438 -16.53253 5.62695
C -6.38050 -20.60576 1.84023
H -11.61745 -12.83431 3.61610
C -7.62745 -16.68692 3.29426
C -6.53190 -16.47680 4.43744
H -8.05292 -16.78458 9.74558
H -7.72089 -18.84321 8.78912
N -9.06619 -18.07588 7.19054
H -6.06227 -21.58304 1.43189
C -10.60481 -10.69396 6.25504
H -10.96466 -18.93600 7.22435
H -7.79047 -21.36113 3.33465
O -12.96414 -15.73726 5.67668
C -8.55511 -14.50881 8.71509
C -9.29192 -11.09381 4.11413
H -10.06389 -18.89631 8.82486
H -10.40701 -16.76444 3.14686
H -8.62183 -13.64373 8.07180
H -9.26520 -9.98296 4.06199
H -5.10550 -19.47931 0.44320
C -7.51676 -15.51330 2.33388
N -7.88875 -15.54581 7.93369
N -11.50810 -16.69368 2.83193
H -10.35186 -9.69378 6.01137
C -9.90938 -15.03910 9.16627
C -7.05927 -14.26545 2.81831
H -9.79704 -15.63236 10.05861
H -5.84002 -17.31176 1.26126
H -7.86508 -14.28053 9.59603
H -6.89645 -12.14049 2.35893
H -13.37806 -16.61030 3.40667
C -7.32032 -13.10612 2.06704
H -11.99977 -11.09199 3.58744
C -7.79641 -18.04329 8.00263
C -7.36880 -20.47121 2.80411
C -10.32668 -18.35189 7.94494
C -11.71932 -11.93426 4.25789
H -6.52645 -16.71173 8.91791
C -7.31675 -18.04114 2.63209
N -10.57253 -15.78447 8.07820
H -8.32869 -11.47190 4.40764
H -9.44034 -11.52697 3.09456
C -7.62847 -16.74765 8.73455
*
```

Atom charges from the Löwdin analysis, given in e for atoms 1 to 6: 0.12, 0.16, 0.11, 0.13, 0.13, -0.17

---

# 3
The following is a DFT calculation (ωB97M-V with the def2-TZVPD basis set) of a single C27H38N6O3 molecule.

* E_LUMO: 0.007 Ha
* E_HOMO: -7.82 eV
* gap between HOMO and LUMO: 8.0 eV
* SMILES: CCOc1ccc2[nH]c(=O)c(CN(CCO)C3(c4nnnn4C4CCCCC4)CCCCC3)cc2c1

```
! wB97M-V def2-TZVPD RIJCOSX def2/J DEFGRID3
* xyz 0 1
H 4.79700 3.46338 3.89208
C -1.38141 -2.37519 1.51876
H 3.41022 5.43701 4.52197
C 1.58643 1.45992 2.64183
H -1.81966 -4.30127 -0.99017
C -0.97704 2.18700 -0.01577
H -1.26629 -3.46694 1.54494
C -1.20256 1.04987 -1.01911
H -0.56140 -1.51036 -3.52194
H -2.61277 -0.85913 -2.16203
H -2.02009 -4.18385 -3.65521
H -0.04601 -5.06727 -2.47359
H -2.11439 0.51991 -0.72963
C 0.14337 3.14241 -0.41550
H -1.43190 0.81222 -3.16343
H 0.73304 1.98049 -2.79666
N 1.13964 0.42256 -1.01795
C -0.25016 -3.99587 -2.43508
N 1.07908 -1.70899 -1.02542
C -3.48586 -2.35278 0.35877
H 4.86430 5.93951 3.64436
H -1.02253 4.27869 -1.83035
C 3.91930 5.41039 3.56249
C -1.10601 -3.58458 -3.62623
C 1.14183 -2.62879 1.58117
H 0.70579 -3.47368 -2.47317
H 0.72188 4.35797 -2.09891
H -3.67373 -2.85226 1.31196
H 3.16549 -2.57252 1.54268
C 4.16684 3.96866 3.14674
H 4.67140 -0.71911 1.87121
O 2.90879 3.32851 3.05849
H -1.91783 2.73876 0.05246
N 2.35119 -2.00044 1.73067
C -0.02889 -1.75932 1.73626
N -2.08426 -1.93005 0.29918
H -2.29554 2.18603 -2.46466
H -0.56130 -3.75964 -4.55566
H -2.01791 -2.07465 2.35700
C -4.39165 -1.11366 0.28499
C -2.24223 -1.88144 -2.20251
O -3.96417 -0.13049 1.19350
C -0.92671 -3.67958 -1.10297
H -4.39588 -0.70328 -0.73557
H 0.73602 2.08561 2.86233
O 1.08907 -3.83024 1.37863
H -0.22594 -3.93324 -0.31030
H -0.76148 1.76810 0.96533
N -0.14594 0.06401 -0.98850
N 1.84331 -0.62950 -1.03667
C -1.35943 1.62368 -2.43616
C 1.40846 0.12253 2.29179
H 3.29411 5.90626 2.82527
C 2.85429 2.01638 2.70941
H -0.35681 2.92617 -3.81903
H 4.96320 1.62791 2.45742
H 1.09460 2.61021 -0.39467
C -1.36850 -2.20603 -0.97264
H -2.99604 -0.16524 1.18275
C -1.47349 -2.11142 -3.50242
H 0.19079 3.95596 0.31071
H -3.10805 -2.54354 -2.21884
C 3.80686 -0.11082 2.09006
H 4.67604 3.93674 2.17360
H -0.75276 0.12716 2.33742
H -5.41787 -1.37590 0.55207
C 0.12191 -0.47990 2.14183
C 2.53667 -0.67754 2.02446
C 3.96708 1.21706 2.42233
C -0.16977 -1.29978 -0.99130
H -3.75808 -3.06045 -0.42631
C -0.20146 2.54452 -2.80800
H -2.09679 -1.80294 -4.34559
C -0.09744 3.69608 -1.81495
*
```

Atom charges from the Löwdin analysis, given in e for atoms 1 to 6: 0.13, -0.11, 0.08, 0.05, 0.13, -0.13